# 1
This record from the OMol25 dataset describes C10H14Cl3CsMgNO3S as an isolated structure at a distorted geometry. The level of theory is wB97M-V/def2-TZVPD.

XYZ file:
```
34
Properties=species:S:1:pos:R:3:forces:R:3
O -2.805 1.755 4.148 0.39 0.11 0.00
C -1.914 1.032 3.779 -0.32 0.16 -0.04
C -1.256 0.063 4.697 0.05 0.19 0.12
C -0.857 -1.111 4.225 0.48 -0.04 -0.17
S -0.073 -2.411 5.097 0.41 -0.76 0.52
C -1.127 -1.385 2.807 -0.30 -0.29 -0.02
O -1.368 -2.536 2.413 -0.03 0.20 0.08
C -1.143 -0.245 1.879 -0.17 0.30 0.22
Cl -0.816 -0.656 0.267 0.01 0.15 -0.52
C -1.506 0.957 2.343 0.22 -0.39 -0.12
H -1.149 0.326 5.736 -0.11 0.17 0.09
H 1.112 -1.836 5.357 0.00 0.45 -0.37
H -1.582 1.836 1.719 -0.20 0.00 -0.04
Mg -2.860 -3.680 1.791 0.23 -0.03 -0.08
C 1.909 0.122 -4.707 0.01 -0.04 0.00
C 0.605 0.304 -3.942 0.27 -0.11 -0.15
C 0.454 1.658 -3.227 -0.11 0.04 0.02
O 1.213 1.793 -2.042 0.05 -0.06 -0.03
C 2.568 2.174 -2.226 -0.02 0.05 0.04
N 0.440 -0.783 -2.980 -0.51 0.58 0.29
H 2.752 -0.058 -4.039 0.00 0.03 0.01
H 1.829 -0.735 -5.373 0.00 -0.02 0.02
H 2.132 1.003 -5.310 0.00 0.00 0.00
H -0.216 0.230 -4.657 -0.07 0.02 0.07
H -0.589 1.762 -2.919 0.00 0.00 0.02
H 0.678 2.473 -3.926 0.03 -0.03 -0.02
H 2.673 2.857 -3.072 0.01 0.00 0.00
H 3.220 1.312 -2.384 -0.01 0.00 -0.03
H 2.886 2.686 -1.320 0.00 0.00 0.00
H -0.469 -0.712 -2.543 0.02 0.05 0.03
H 1.140 -0.711 -2.242 0.18 -0.39 -0.15
Cl -1.474 -2.301 -3.848 0.06 -0.21 0.12
Cl -2.572 -3.524 6.511 -1.92 -3.87 -3.26
Cs -1.838 -1.659 7.988 1.34 3.72 3.38
```
Forces are in eV/Å.

Properties
HOMO energy, eV: -9.47
E, eV: -72612.5835
Molecular weight, g/mol: 491.862
Kohn-Sham gap, eV: 2.32
Spin multiplicity: 1
Total charge: +1


# 2
This record from the OMol25 dataset describes C10H14ErNO3S4 as an isolated structure at a distorted geometry. The level of theory is wB97M-V/def2-TZVPD.

XYZ file:
```
33
Properties=species:S:1:pos:R:3:forces:R:3
Er 1.023 -1.850 1.064 2.30 -0.77 0.22
C -2.422 -2.530 -1.638 -0.03 -0.06 -0.21
C -1.627 -1.646 -0.714 0.21 0.04 -0.20
C -2.022 -0.185 -0.807 -0.14 0.10 -0.11
O -0.190 -1.757 -1.060 -0.40 0.26 0.09
C -1.753 -2.131 0.740 0.19 0.48 0.59
O -2.567 -2.952 1.051 -0.26 -0.12 0.16
O -0.893 -1.532 1.574 -2.06 -0.28 -0.54
H -2.321 -2.183 -2.672 -0.02 -0.03 0.05
H -3.474 -2.496 -1.361 0.00 -0.01 -0.02
H -2.095 -3.567 -1.558 -0.01 0.04 0.01
H -1.904 0.168 -1.834 -0.03 -0.02 0.01
H -1.410 0.435 -0.153 0.03 -0.04 0.04
H -3.069 -0.067 -0.514 0.09 0.00 -0.03
H -0.128 -2.162 -1.937 0.11 -0.04 0.37
S 2.415 -1.320 3.250 0.11 0.04 -0.02
S 3.022 -3.319 3.228 -0.05 0.02 -0.01
S 1.430 -4.368 2.444 -0.03 0.38 -0.25
S 1.598 -4.294 0.357 0.08 -0.10 -0.09
C 0.906 4.660 -0.290 -0.01 -0.08 -0.01
C 1.094 3.188 -0.039 -0.02 0.21 -0.06
C 0.696 2.596 1.151 0.07 0.11 0.01
C 0.922 1.248 1.340 -0.06 -0.01 0.07
N 1.477 0.462 0.414 -0.14 -0.06 -0.09
C 1.849 1.022 -0.740 -0.03 0.03 0.04
C 1.688 2.367 -0.996 0.02 0.06 -0.07
H 0.291 5.123 0.480 0.01 -0.04 0.00
H 0.437 4.834 -1.259 0.01 -0.03 0.02
H 1.872 5.170 -0.300 0.00 -0.04 0.00
H 0.221 3.174 1.934 0.04 -0.02 -0.04
H 0.630 0.773 2.270 -0.01 -0.03 0.05
H 2.287 0.366 -1.482 0.00 -0.02 0.00
H 2.017 2.770 -1.945 -0.01 0.02 0.02
```
Forces are in eV/Å.

Properties
HOMO energy (spin up / spin down), eV: -7.40 / -7.40
E, eV: -89197.0645
Molecular weight, g/mol: 491.754
Kohn-Sham gap (spin up / spin down), eV: 7.09 / 7.09
Spin multiplicity: 4
Total charge: 0
⟨S²⟩: 3.7524


# 3
This record from the OMol25 dataset describes a 2-piece molecular cluster, C10H14N2O overall at a distorted geometry. The level of theory is wB97M-V/def2-TZVPD.

XYZ file:
```
27
Properties=species:S:1:pos:R:3:forces:R:3
C 3.373 -1.494 -0.002 0.08 -0.23 -0.23
C 3.221 -0.154 -0.238 -0.21 -0.04 0.40
C 3.018 1.016 -0.078 0.96 -0.36 -0.20
C -0.536 -2.177 0.294 1.09 0.59 1.05
C -1.829 -1.532 -0.164 -0.74 -0.30 -0.59
C 0.219 -1.004 0.871 5.65 -7.11 1.21
C -1.645 -0.002 -0.074 1.46 -0.79 -2.23
C 2.889 2.427 0.068 -1.08 0.37 2.83
C -1.152 0.470 -1.518 -1.48 0.92 3.65
C -2.799 0.826 0.407 1.37 1.53 -0.83
N 3.511 -2.607 0.247 0.02 -0.43 0.01
N -0.412 0.103 0.787 -7.87 6.45 -1.61
O -0.058 1.261 1.161 1.33 0.48 0.56
H -0.875 -2.904 1.041 0.71 -0.15 0.19
H 0.092 -2.725 -0.410 -0.21 0.06 -0.31
H -2.117 -1.928 -1.183 -0.11 0.72 1.18
H -2.510 -1.862 0.624 -0.70 0.23 -0.60
H 1.134 -0.942 1.453 -0.20 -0.68 -0.14
H 1.826 2.520 0.519 1.43 0.64 -1.20
H 3.141 2.891 -0.853 -0.47 0.79 -0.82
H 3.590 2.852 0.855 -0.70 -0.75 -0.86
H -0.806 1.467 -1.399 0.11 1.18 -0.12
H -1.962 0.407 -2.166 -1.12 -0.19 -1.48
H -0.333 -0.090 -1.736 2.19 -1.89 -1.19
H -3.235 0.370 1.276 -0.62 0.01 0.27
H -3.478 1.019 -0.467 0.29 -0.24 1.19
H -2.266 1.792 0.686 -1.19 -0.82 -0.15
```
Forces are in eV/Å.

Properties
HOMO energy (spin up / spin down), eV: -5.52 / -10.22
E, eV: -15616.8758
Molecular weight, g/mol: 178.235
Kohn-Sham gap (spin up / spin down), eV: 6.27 / 8.72
Spin multiplicity: 3
Total charge: 0
⟨S²⟩: 2.0076
Energy above the lowest of the compared OMol25 structures with the same formula, charge and spin, eV: 1.934


# 4
This record from the OMol25 dataset describes a 2-piece molecular cluster, C10H14N2O2 overall at a distorted geometry. The level of theory is wB97M-V/def2-TZVPD.

XYZ file:
```
28
Properties=species:S:1:pos:R:3:forces:R:3
C 3.591 -1.785 -0.380 0.44 -2.97 -1.99
O 2.372 -1.439 -0.974 -0.82 1.42 -0.63
C 1.653 -0.352 -0.493 -0.33 -1.42 -0.56
C 0.332 -0.337 -0.780 0.39 3.46 1.63
C -0.557 0.851 -0.397 1.69 -1.88 -0.53
C -1.871 0.723 -0.454 1.13 1.28 -0.40
C -3.063 1.171 -0.495 -1.02 -0.79 -0.59
N -4.249 1.364 -0.616 0.16 2.04 0.82
C 0.152 2.059 0.129 2.01 -0.94 -1.09
C 1.267 1.616 1.076 1.97 0.50 -2.04
C 2.364 0.718 0.241 -0.80 1.42 1.27
H 3.851 -2.803 -0.869 -0.63 1.32 0.99
H 3.383 -1.953 0.638 0.57 -0.06 1.52
H 4.489 -1.248 -0.648 -0.12 1.12 0.29
H -0.133 -1.007 -1.403 -0.70 -1.94 -1.15
H -5.012 0.844 -0.962 -0.23 -1.07 -0.47
H 0.743 2.558 -0.673 -1.22 0.23 0.10
H -0.606 2.585 0.620 -0.68 1.67 0.57
H 0.739 1.143 1.846 0.06 -1.45 1.46
H 1.824 2.471 1.502 -0.41 -0.28 -0.22
H 3.131 0.352 0.943 -0.42 -0.10 -0.23
H 2.944 1.329 -0.512 -0.74 -0.23 0.76
H -2.332 -2.301 -1.030 -1.46 0.66 1.10
N -3.110 -1.953 -0.386 1.15 -1.27 -1.88
C -2.621 -1.359 0.602 1.22 -0.88 1.22
O -3.460 -0.906 1.558 0.47 0.08 -0.59
H -1.547 -1.260 0.848 -0.77 -0.08 0.07
H -4.273 -1.083 1.067 -0.92 0.16 0.56
```
Forces are in eV/Å.

Properties
HOMO energy, eV: -7.99
E, eV: -17667.3323
Molecular weight, g/mol: 194.234
Kohn-Sham gap, eV: 8.07
Spin multiplicity: 1
Total charge: 0
Energy above the lowest of the compared OMol25 structures with the same formula, charge and spin, eV: 3.757
SMILES: COC1=CC(=C=C=N)CCC1.[H]/N=C/O